C45H125N13O12 | ωB97M-V with the def2-TZVPD basis set

As for the energy above the lowest of the compared OMol25 structures with the same formula, charge and spin: 1418.5 kcal/mol. The value obtained for the HOMO energy is -5.6 eV. Its total charge is 0. As for the HOMO-LUMO gap: 5.690 eV.

Each line ends with the Löwdin charge.
Atoms and positions in Å:
C  4.27572  3.05550  1.45973  -0.8030
O  4.02936  3.68867  0.47223  0.0746
N  5.35681  3.06430  2.13054  0.2144
N  3.37558  2.40260  2.09906  0.0595
H  6.15387  3.63600  1.88978  0.1431
H  5.41278  2.38322  2.87423  0.1259
H  2.42293  2.70042  1.94455  0.0072
H  3.73775  1.83226  2.84982  0.1338
C  -3.92010  3.10144  -3.53776  -0.0630
C  -3.58160  4.17454  -2.52632  -0.4215
C  -2.70711  3.70729  -1.45732  -0.1839
O  -3.26426  2.50553  -0.82176  -0.1475
C  -2.41054  1.79212  0.06910  -0.1563
N  -2.87179  5.27288  -3.25513  0.0596
H  -3.07921  2.80537  -4.16493  0.0411
H  -4.73085  3.51706  -4.13612  0.1006
H  -4.32674  2.16705  -3.15088  0.0579
H  -4.51196  4.59454  -2.14405  0.1448
H  -2.65712  4.52391  -0.73708  0.1265
H  -1.72360  3.54536  -1.89845  0.1101
H  -2.17331  2.35066  0.97456  0.1089
H  -1.46176  1.55313  -0.41128  0.0579
H  -2.90646  0.85280  0.31376  0.0682
H  -1.93379  4.92513  -3.39413  0.0657
H  -2.79299  5.98171  -2.53996  0.0611
C  0.24566  -5.03591  0.38266  -0.0942
C  -0.22947  -4.58398  1.75084  -0.3952
C  -0.67493  -3.14363  1.71056  -0.1497
O  -0.93843  -2.63206  3.04524  -0.1200
C  -0.77621  -1.24711  3.05133  -0.1001
N  -1.31694  -5.41951  2.18841  0.0546
H  1.02584  -4.46799  -0.12416  0.0633
H  -0.55642  -5.14075  -0.34793  -0.1145
H  0.66444  -6.04016  0.44757  0.1218
H  0.58644  -4.68840  2.46602  0.1389
H  -1.54882  -3.00400  1.07423  0.1229
H  0.20783  -2.65202  1.30170  0.0958
H  -1.24198  -0.77067  2.18869  0.0958
H  0.27808  -0.97050  3.04464  0.0212
H  -1.02697  -0.82756  4.02561  0.1167
H  -1.73277  -5.11143  3.05573  0.0735
H  -1.02861  -6.36034  2.41609  0.0743
C  -0.02503  1.84144  0.78429  -0.0737
C  0.88142  0.58576  0.86112  -0.2230
C  0.43934  -0.65230  -0.07440  -0.1753
O  -0.91065  -1.04608  0.04646  -0.1049
C  -1.27300  -1.72044  -1.13714  -0.1046
N  2.17774  1.09364  0.53953  0.0323
H  0.10479  2.57268  -0.01354  0.0835
H  0.12769  2.55211  1.59651  -0.0233
H  -1.08186  1.59988  0.89758  0.0146
H  0.77259  0.28241  1.90239  -0.0297
H  1.09387  -1.41473  0.34796  0.0833
H  0.74510  -0.38949  -1.08708  0.1011
H  -1.21993  -1.23977  -2.11399  0.0947
H  -2.29677  -2.06958  -1.00262  0.0685
H  -0.67922  -2.62132  -1.29187  0.0597
H  2.94901  0.51438  0.83902  0.0960
H  2.30164  1.93844  1.07904  0.0389
C  3.21936  4.47547  3.55185  -0.0359
C  1.76591  4.59401  3.85967  -0.4372
C  0.88448  3.50620  3.38880  -0.1245
O  1.13581  3.13350  2.02897  -0.3009
C  0.80500  4.13961  1.07779  -0.0232
N  1.61137  4.64131  5.28875  0.0668
H  3.24189  4.85246  2.52937  0.0925
H  3.44747  3.41004  3.58226  0.0454
H  3.91050  4.87589  4.29353  0.1050
H  1.43562  5.52420  3.39733  0.1407
H  -0.12917  3.90014  3.46234  0.1632
H  1.13274  2.61756  3.96914  0.0586
H  -0.26311  4.35697  1.07415  0.1257
H  0.98952  3.89722  0.03123  0.0939
H  1.42160  5.02028  1.25760  0.1152
H  0.71190  4.87545  5.68399  0.0829
H  1.80327  3.76045  5.74412  0.0298
C  -1.12863  -1.56877  -4.14918  -0.0725
C  -1.90853  -2.83977  -4.39018  -0.3833
C  -2.18693  -3.78220  -3.21297  -0.1242
O  -0.94800  -4.09202  -2.55214  -0.2304
C  -1.08033  -4.68472  -1.28276  -0.1687
N  -3.06902  -2.42846  -5.13279  0.0440
H  -0.14833  -1.83976  -3.75712  0.0890
H  -1.73992  -0.86399  -3.58554  0.0220
H  -1.11274  -1.00182  -5.07998  0.0958
H  -1.33991  -3.40964  -5.12504  0.1294
H  -2.66860  -4.65908  -3.64561  0.1294
H  -2.92539  -3.38898  -2.51429  0.1198
H  -1.39956  -3.92615  -0.56807  0.1039
H  -0.12958  -5.18854  -1.10860  0.0877
H  -1.94309  -5.35086  -1.28553  0.1576
H  -3.43895  -3.33227  -5.39041  0.0952
H  -3.76270  -1.91626  -4.60691  0.0270
C  2.70804  -2.60134  0.27396  -0.0024
C  2.57611  -2.24271  -1.20352  -0.3322
C  1.54862  -3.08958  -1.97129  -0.1409
O  1.75741  -2.92901  -3.39161  -0.1312
C  1.07743  -3.88596  -4.17639  -0.1189
N  2.39822  -0.88706  -1.16352  -0.0932
H  3.50103  -2.01653  0.74007  0.0654
H  2.82524  -3.67450  0.42462  0.1037
H  1.78912  -2.34793  0.80261  0.0566
H  3.52220  -2.45205  -1.70273  0.1424
H  0.54601  -2.91101  -1.58274  0.0741
H  1.71961  -4.11506  -1.64378  0.1141
H  1.34474  -4.89297  -3.85614  0.0949
H  1.44934  -3.88067  -5.20097  0.0985
H  -0.00901  -3.95265  -4.23384  0.0439
H  1.54670  -0.58538  -0.71185  -0.0744
H  2.41090  -0.49436  -2.09397  0.1405
C  0.92355  0.72656  7.54919  -0.0564
C  2.17590  1.06909  6.73770  -0.4070
C  1.90416  1.36036  5.21772  -0.1688
O  1.51346  0.17743  4.48828  -0.0749
C  1.22216  0.44090  3.12886  -0.2078
N  2.79163  2.27062  7.28155  0.0506
H  0.27427  -0.09913  7.25804  0.0819
H  0.28407  1.60216  7.66096  0.0805
H  1.20031  0.45078  8.56676  0.0730
H  2.76800  0.15422  6.71493  0.1364
H  2.80265  1.84948  4.84146  0.1137
H  1.09088  2.06130  5.02964  0.0863
H  1.02380  -0.46671  2.55879  0.0782
H  2.03449  0.96128  2.62149  0.1076
H  0.43019  1.15630  2.90728  0.1325
H  2.69446  2.10090  8.27244  0.0749
H  3.76492  2.20326  7.02025  0.0843
C  -3.79554  -0.94215  0.27971  -0.2037
C  -4.90690  -1.54462  1.11767  -0.3029
C  -5.82178  -0.42348  1.72772  -0.1862
O  -6.78688  -0.98797  2.54996  -0.2129
C  -7.44570  -0.12787  3.48989  -0.0855
N  -5.68184  -2.29475  0.14373  0.0519
H  -4.02735  -0.21352  -0.49711  0.0004
H  -3.23639  -1.70955  -0.25562  0.0598
H  -3.10828  -0.50564  1.00444  0.1009
H  -4.54197  -2.21709  1.89401  0.1429
H  -6.45349  0.06949  0.98880  0.1345
H  -5.21059  0.26679  2.30916  0.1267
H  -6.80451  0.05009  4.35320  0.0804
H  -8.23521  -0.79450  3.83686  0.0891
H  -7.76268  0.83428  3.08755  0.0864
H  -5.24590  -3.11132  -0.26036  0.0826
H  -6.53290  -2.61107  0.58616  0.0730
C  -2.90905  0.57044  -5.27891  -0.0591
C  -4.26361  -0.15129  -5.02350  -0.3968
C  -4.62814  -0.34083  -3.50572  -0.0866
O  -3.65022  -1.14989  -2.77809  -0.1335
C  -3.49711  -0.66255  -1.48163  -0.3135
N  -5.25291  0.58133  -5.82235  0.0453
H  -2.45028  0.35120  -6.24305  0.1030
H  -2.11685  0.14281  -4.66440  -0.0117
H  -2.99430  1.64239  -5.10063  0.0527
H  -4.16933  -1.15409  -5.44016  0.0700
H  -5.53315  -0.93891  -3.39911  0.1343
H  -4.80248  0.67595  -3.15375  0.0972
H  -3.12934  0.35951  -1.39094  0.1185
H  -2.87688  -1.33599  -0.89012  -0.0438
H  -4.45178  -0.67803  -0.95582  0.0987
H  -5.04166  0.56578  -6.80988  0.0735
H  -5.98440  -0.10687  -5.71559  0.0637
C  6.51258  -2.95868  0.14181  -0.0525
C  6.85912  -1.48988  0.22937  -0.4274
C  5.95499  -0.67776  1.18861  -0.1817
O  4.58032  -0.87370  0.91610  -0.2126
C  4.07816  -0.52989  -0.34801  -0.2205
N  8.29667  -1.28652  0.53480  0.0212
H  7.23363  -3.47382  -0.49290  0.0772
H  5.57314  -3.00210  -0.40926  0.0579
H  6.36611  -3.47833  1.08870  0.0869
H  6.79949  -1.03593  -0.75981  0.1329
H  6.36301  0.33094  1.12416  0.1068
H  6.21580  -0.95059  2.21118  0.1168
H  4.26554  0.51670  -0.58809  0.1074
H  3.00641  -0.49059  -0.15340  -0.0228
H  4.46326  -1.16569  -1.14524  0.1145
H  8.44267  -1.70377  1.44293  0.0567
H  8.99392  -1.73486  -0.04222  0.0635
C  2.85354  2.86278  -3.43596  -0.0648
C  2.06142  2.43229  -2.26466  -0.4392
C  1.01513  1.45538  -2.54129  -0.1520
O  -0.21982  2.15304  -2.91500  -0.1413
C  -1.41361  1.36241  -3.04196  -0.0842
N  3.06516  1.97617  -1.31246  0.0275
H  3.15097  3.90014  -3.28258  0.0805
H  2.27357  2.93434  -4.35608  0.0757
H  3.72136  2.24277  -3.66086  0.0849
H  1.56639  3.27690  -1.78540  0.1199
H  0.86228  0.80366  -1.68106  0.0863
H  1.43950  0.80951  -3.30996  0.1388
H  -1.13084  0.57261  -3.73790  0.0522
H  -2.28443  1.82638  -3.50509  0.0413
H  -1.60936  0.87587  -2.08641  0.0802
H  3.60284  2.76044  -0.97198  0.0470
H  2.83085  1.41965  -0.50285  -0.1012



C21H14F5N5OsS3Se | ωB97M-V with the def2-TZVPD basis set

As for the expectation value of S²: 6.0248. The value obtained for the HOMO energy (spin up / spin down) is -13.4 / -14.0 eV. Its total charge is +2. As for the HOMO-LUMO gap (spin up / spin down): 6.123 / 5.392 eV. The spin multiplicity is 5.

Each line ends with the Mulliken spin population.
Atoms and positions in Å:
Os  0.95827  -0.56334  -0.92368  1.1777
C  -0.48594  -2.01634  2.98562  -0.0045
C  0.14721  -1.32613  1.83384  0.0153
N  -0.29539  -1.27730  0.62556  -0.0059
N  -1.55880  -1.66048  0.23732  0.0090
C  -2.07574  -0.89141  -0.74529  0.0167
N  -3.33013  -1.04590  -1.11068  0.0306
S  -1.09927  0.32023  -1.53157  0.0926
C  1.32646  -0.43173  2.01006  0.0245
C  1.90071  -0.19627  3.24074  0.0013
C  2.81309  0.85417  3.36726  0.0168
C  3.09414  1.63181  2.26312  -0.0069
C  2.50372  1.31612  1.04371  0.0245
N  1.65046  0.30491  0.91160  0.0012
H  -1.27637  -2.70018  2.68545  0.0004
H  -0.89686  -1.29148  3.69046  0.0019
H  0.26955  -2.60175  3.51296  0.0010
H  -2.10615  -2.30686  0.79297  -0.0005
H  -3.96802  -1.68270  -0.65465  -0.0022
H  -3.68931  -0.50249  -1.88339  0.0002
H  1.63575  -0.79898  4.09384  0.0009
H  3.27210  1.06257  4.32224  0.0001
H  3.76817  2.47214  2.32076  0.0009
H  2.72734  1.87583  0.14389  0.0186
S  0.47240  -2.47732  -2.26668  0.0543
C  1.79088  -3.07922  -1.31858  0.0057
N  2.36142  -2.12878  -0.61299  0.0099
C  3.38263  -2.61710  0.20593  0.0092
C  4.22823  -1.88247  1.03348  -0.0027
C  5.20678  -2.56444  1.72666  0.0009
C  5.35387  -3.95250  1.59697  -0.0005
C  4.53353  -4.68497  0.76149  0.0005
C  3.54054  -4.00136  0.06463  0.0018
S  2.40477  -4.65767  -1.08906  0.0019
H  4.14365  -0.80804  1.10121  -0.0032
H  5.88540  -2.01907  2.36449  0.0002
H  6.13464  -4.45784  2.14641  0.0000
H  4.66383  -5.74947  0.64787  0.0002
F  0.86400  4.80712  -4.59260  0.0308
C  0.34794  3.79767  -3.87933  0.0628
C  -0.14564  2.61547  -4.62130  0.8147
F  -1.31400  2.10958  -4.17317  0.0457
C  0.96218  1.60934  -4.56558  -0.0004
F  1.23731  0.81031  -5.56250  0.0041
C  1.62826  1.71865  -3.38516  0.1068
Se  2.57900  0.37189  -2.39167  0.5318
C  1.53718  3.11866  -2.92323  0.1461
F  2.70334  3.78458  -3.06102  0.0231
C  0.36942  3.83521  -2.43166  0.7025
F  -0.55725  3.24465  -1.67188  0.0396



no.,E_tot (eV)
1,-92566.724
2,-143340.875